--- one ---
DFT (ωB97M-V/def2-TZVPD) results for a gas-phase ion, C5H8NO (charge +1).

Its LUMO energy is -0.1936 Eh. The SMILES is C=[N+]1CC[C@H]2O[C@H]21. As for the net charge: +1. The value obtained for the HOMO energy is -15.1913 eV.

Structure (XYZ):
```
15
C5H8NO (ωB97M-V/def2-TZVPD)
C 1.394 0.608 -1.496
C -1.163 -0.569 0.852
C -0.202 -0.845 -0.326
C -0.429 0.474 1.618
C 0.770 0.946 0.785
N 0.712 0.251 -0.485
O 0.896 0.146 1.911
H 1.950 1.469 -1.267
H 1.314 -0.068 -2.352
H -2.232 -0.198 0.502
H -1.177 -1.388 1.461
H 0.279 -1.856 -0.037
H -0.621 -1.277 -1.293
H -0.886 1.003 2.452
H 1.201 2.046 0.667
```

=====

--- two ---
DFT (ωB97M-V/def2-TZVPD) results for a gas-phase ion, C5H8NO (charge +1).

Its LUMO energy is -0.2140 Eh. The SMILES is C1=[N+]2CCCO[C@H]12. As for the net charge: +1. The value obtained for the HOMO energy is -14.8947 eV.

Structure (XYZ):
```
15
C5H8NO (ωB97M-V/def2-TZVPD)
C -0.565 0.885 1.727
C 0.054 0.355 -1.197
C 1.132 0.701 -0.181
C -0.540 -1.075 -0.948
C -0.542 -0.548 1.476
N 0.405 0.434 1.035
O -1.387 -1.070 0.171
H -0.935 1.743 2.031
H -0.731 1.088 -1.088
H 0.430 0.410 -2.162
H 2.046 -0.042 -0.286
H 1.440 1.740 -0.177
H -1.042 -1.668 -1.717
H 0.385 -1.607 -0.864
H -0.148 -1.348 2.183
```

=====

--- three ---
DFT (ωB97M-V/def2-TZVPD) results for a molecular structure, C5H8NO.

Its LUMO energy is -0.1659 Eh. As for the net charge: +1. The value obtained for the HOMO energy is -14.5466 eV.

Structure (XYZ):
```
15
C5H8NO (ωB97M-V/def2-TZVPD)
C 0.122 0.492 1.105
C -0.217 1.029 2.274
C 1.302 0.273 -0.806
C -0.120 0.324 -0.314
C -1.353 -0.173 -0.941
N 0.932 -0.521 0.443
O 1.475 -0.445 -1.859
H 0.083 0.526 3.200
H -1.060 1.673 2.264
H 1.884 1.094 -0.605
H -2.191 0.183 -0.319
H -1.530 -1.143 -1.135
H -1.508 0.411 -1.968
H 0.789 -1.879 0.609
H 2.268 -0.245 -2.434
```

=====

Verdict on stability: three comes out at the bottom.

=====

--- one ---
DFT (ωB97M-V/def2-TZVPD) results for 2 unconnected molecules or ions with the total composition C5H8NO.

Its LUMO energy is -0.1873 Eh. As for the net charge: +1. The value obtained for the HOMO energy is -14.0561 eV.

Structure (XYZ):
```
15
C5H8NO (ωB97M-V/def2-TZVPD)
C 0.326 -1.283 1.038
C -0.697 1.624 -0.541
C -2.259 -0.803 -0.238
C 0.644 -0.296 0.155
C 1.974 0.248 -0.229
N -0.517 0.415 -0.118
O -3.123 -0.397 0.400
H -0.787 -1.519 1.285
H 0.962 -1.999 1.564
H 0.120 2.267 -0.558
H -1.770 1.923 -0.674
H -1.851 -1.446 -0.949
H 2.705 0.504 0.523
H 1.800 1.160 -0.807
H 2.472 -0.398 -0.851
```

=====

--- two ---
DFT (ωB97M-V/def2-TZVPD) results for a molecular structure, C5H8NO.

Its LUMO energy (alpha / beta) is -0.2106 / -0.1952 Eh. As for the net charge: +1. The value obtained for the HOMO energy (alpha / beta) is -13.2780 / -12.7111 eV.

Structure (XYZ):
```
15
C5H8NO (ωB97M-V/def2-TZVPD)
C 1.242 0.321 0.395
C -0.936 -1.746 -1.293
C 1.015 2.225 -1.458
C -0.078 -0.234 0.398
C -0.963 -0.140 1.634
N -0.371 -0.781 -0.693
O 0.793 1.983 -0.334
H 2.011 0.147 -0.378
H 1.636 0.790 1.298
H -1.328 -2.657 -0.800
H -1.127 -1.525 -2.398
H 1.548 1.710 -2.256
H -1.993 -0.177 1.386
H -0.706 0.939 2.032
H -0.743 -0.852 2.468
```

=====

--- three ---
DFT (ωB97M-V/def2-TZVPD) results for a gas-phase ion, C5H8NO (charge +1).

Its LUMO energy is -0.2073 Eh. The SMILES is [NH2+]=C/C=C\CC=O. As for the net charge: +1. The value obtained for the HOMO energy is -13.7470 eV.

Structure (XYZ):
```
15
C5H8NO (ωB97M-V/def2-TZVPD)
C -0.449 -0.123 1.030
C 0.581 0.707 0.648
C -1.280 -1.091 0.370
C 0.854 0.817 -0.726
C -0.687 -2.440 0.629
N 1.669 1.700 -1.195
O 0.451 -2.773 0.796
H -0.518 -0.309 2.109
H 1.145 1.391 1.350
H -2.342 -1.119 0.850
H -1.354 -1.037 -0.640
H 0.752 -0.100 -1.273
H -1.360 -3.339 0.861
H 1.851 2.434 -0.620
H 2.079 1.779 -2.118
```

=====

--- four ---
DFT (ωB97M-V/def2-TZVPD) results for a gas-phase ion, C5H8NO (charge +1).

Its LUMO energy is -0.1990 Eh. The SMILES is C=CO[C@@H]1C[N+]1=C. As for the net charge: +1. The value obtained for the HOMO energy is -13.5982 eV.

Structure (XYZ):
```
15
C5H8NO (ωB97M-V/def2-TZVPD)
C -1.561 -0.793 -0.152
C -0.393 0.399 -2.115
C -1.155 0.543 0.420
C 0.930 0.045 1.341
C 2.143 0.501 1.576
N -1.000 0.184 -1.016
O -0.109 0.857 1.137
H -2.635 -0.835 -0.043
H -0.165 1.294 -2.564
H -0.252 -0.542 -2.658
H -1.757 1.439 0.497
H 0.666 -0.949 1.378
H -0.961 -1.601 0.278
H 2.707 1.403 1.597
H 2.709 -0.386 1.810
```

=====

Verdict on stability: two comes out at the bottom.

=====

--- one ---
DFT (ωB97M-V/def2-TZVPD) results for a gas-phase ion, C5H8NO (charge +1).

Its LUMO energy is -0.1757 Eh. The SMILES is C=C=[N+](C)C(C)=O. As for the net charge: +1. The value obtained for the HOMO energy is -15.5311 eV.

Structure (XYZ):
```
15
C5H8NO (ωB97M-V/def2-TZVPD)
C -0.594 0.232 -1.034
C -1.124 0.305 -2.193
C 0.730 -0.587 1.141
C 0.847 -1.914 0.522
C -0.187 1.711 0.761
N -0.089 0.410 0.114
O 1.054 -0.096 2.143
H -0.529 0.560 -3.060
H -2.167 0.103 -2.387
H 0.320 -2.651 1.132
H 1.895 -2.219 0.511
H 0.451 -1.945 -0.491
H -0.652 2.452 0.118
H 0.814 2.036 1.046
H -0.769 1.600 1.677
```

=====

--- two ---
DFT (ωB97M-V/def2-TZVPD) results for a gas-phase ion, C5H8NO (charge +1).

Its LUMO energy is -0.2187 Eh. The SMILES is CCCc1c[n+]1=O. As for the net charge: +1. The value obtained for the HOMO energy is -15.4178 eV.

Structure (XYZ):
```
15
C5H8NO (ωB97M-V/def2-TZVPD)
C 2.595 -1.128 0.139
C 1.297 -0.733 -0.069
C -2.272 0.583 0.027
C -0.107 -0.664 -0.181
C -0.754 0.712 0.061
N 2.666 0.180 0.015
O 3.096 1.263 -0.044
H 3.250 -1.966 0.321
H -2.603 -0.312 0.546
H -2.638 0.544 -0.994
H -2.726 1.436 0.524
H -0.548 -1.415 0.497
H -0.389 -1.012 -1.189
H -0.424 1.431 -0.690
H -0.444 1.081 1.037
```

=====

Verdict on stability: two comes out at the bottom.

=====

--- one ---
DFT (ωB97M-V/def2-TZVPD) results for 2 unconnected molecules or ions with the total composition C6H14O2.

Its LUMO energy is 0.0325 Eh. The SMILES is CCCCCC=O.O. The value obtained for the HOMO energy is -9.7309 eV.

Structure (XYZ):
```
22
C6H14O2 (ωB97M-V/def2-TZVPD)
O 2.978 -2.465 -1.688
C 2.447 -1.987 -0.719
C 1.239 -1.101 -0.827
C -0.027 -1.981 -0.539
C -0.880 -1.555 0.655
C -2.096 -0.697 0.261
C -1.763 0.803 0.313
H 2.744 -2.217 0.316
H 1.178 -0.698 -1.835
H 1.248 -0.306 -0.076
H -0.623 -2.020 -1.452
H 0.265 -3.014 -0.360
H -1.181 -2.447 1.177
H -0.273 -0.918 1.266
H -2.359 -0.965 -0.761
H -2.980 -0.869 0.860
H -2.488 1.474 -0.143
H -0.769 1.048 -0.040
H -1.839 1.072 1.373
H 1.362 6.958 0.982
H 2.179 5.844 0.238
O 1.638 6.040 0.998
```

=====

--- two ---
DFT (ωB97M-V/def2-TZVPD) results for 2 unconnected molecules or ions with the total composition C6H14O2.

Its LUMO energy is 0.0302 Eh. The SMILES is C/C=C/O.CC(C)O. The value obtained for the HOMO energy is -8.8933 eV.

Structure (XYZ):
```
22
C6H14O2 (ωB97M-V/def2-TZVPD)
C -0.434 -1.824 -2.440
C -0.163 -0.499 -1.764
C -1.396 0.035 -1.078
O 0.227 0.472 -2.753
H 0.448 -2.258 -2.923
H -1.206 -1.690 -3.198
H -0.760 -2.600 -1.740
H 0.685 -0.595 -1.081
H -1.763 -0.688 -0.354
H -2.186 0.188 -1.818
H -1.214 0.966 -0.546
H 1.143 0.343 -3.004
C 2.173 1.279 2.202
C 1.072 0.275 2.042
C -0.185 0.580 2.339
O -1.235 -0.223 1.939
H 2.669 1.495 1.252
H 1.818 2.265 2.514
H 2.921 0.954 2.929
H 1.314 -0.662 1.564
H -0.480 1.530 2.769
H -1.952 -0.052 2.549
```

=====

--- three ---
DFT (ωB97M-V/def2-TZVPD) results for 2 unconnected molecules or ions with the total composition C6H14O2.

Its LUMO energy is 0.0270 Eh. The SMILES is CCCCCC=O.O. The value obtained for the HOMO energy is -9.8639 eV.

Structure (XYZ):
```
22
C6H14O2 (ωB97M-V/def2-TZVPD)
O 0.715 3.661 1.142
C 1.018 2.504 1.298
C 0.922 1.502 0.193
C 1.595 0.192 0.716
C 0.981 -1.184 0.409
C 1.302 -1.623 -1.007
C 0.829 -0.759 -2.171
H 1.260 2.070 2.267
H 1.433 1.873 -0.710
H -0.129 1.450 -0.166
H 2.654 0.298 0.510
H 1.346 0.164 1.824
H 1.291 -1.955 1.153
H -0.084 -1.153 0.547
H 2.364 -1.955 -1.144
H 1.001 -2.631 -1.334
H 0.987 -1.462 -2.997
H 1.442 0.142 -2.463
H -0.174 -0.333 -2.106
H -6.999 -0.227 0.585
H -6.494 -0.489 1.948
O -7.259 -0.086 1.505
```

=====

--- four ---
DFT (ωB97M-V/def2-TZVPD) results for 2 unconnected molecules or ions with the total composition C6H14O2.

Its LUMO energy is 0.0257 Eh. The SMILES is CC[C@H](C)CC=O.O. The value obtained for the HOMO energy is -9.8960 eV.

Structure (XYZ):
```
22
C6H14O2 (ωB97M-V/def2-TZVPD)
O -2.252 1.264 -2.551
C -1.283 1.476 -1.868
C -1.204 1.049 -0.431
C -0.512 -0.314 -0.269
C 0.887 -0.355 -0.903
C -0.480 -0.657 1.219
C 0.263 -1.954 1.562
H -0.418 1.979 -2.337
H -2.234 0.942 -0.085
H -0.750 1.793 0.230
H -1.139 -1.065 -0.744
H 1.659 -0.294 -0.138
H 1.086 -1.278 -1.445
H 1.073 0.449 -1.607
H -1.521 -0.788 1.525
H -0.092 0.199 1.793
H -0.242 -2.761 1.023
H 1.308 -1.987 1.256
H 0.240 -2.132 2.633
H 3.223 -0.179 1.350
H 2.411 -0.097 2.622
O 3.328 -0.078 2.301
```

=====

Verdict on stability: three comes out at the bottom.

=====

--- one ---
DFT (ωB97M-V/def2-TZVPD) results for a molecular structure, C6H14O2.

Its LUMO energy is 0.0228 Eh. The value obtained for the HOMO energy is -8.2103 eV.

Structure (XYZ):
```
22
C6H14O2 (ωB97M-V/def2-TZVPD)
C -1.108 1.733 -1.356
O -0.629 2.825 -0.606
H 0.304 2.684 -0.416
H -0.556 1.608 -2.292
H -2.131 1.972 -1.641
H 0.460 0.400 -0.788
C 1.648 0.652 1.001
C -1.325 -0.216 0.840
C -0.381 -2.451 0.209
C 0.961 -0.288 0.015
C -0.228 -0.998 0.537
O 1.973 -1.101 -0.547
H 1.588 -1.679 -1.214
H 0.939 1.338 1.458
H 2.133 0.062 1.778
H 2.421 1.222 0.484
H -1.390 0.764 -0.404
H -1.185 0.676 1.440
H -2.233 -0.719 1.150
H -1.236 -2.874 0.733
H 0.517 -3.006 0.486
H -0.541 -2.604 -0.867
```

=====

--- two ---
DFT (ωB97M-V/def2-TZVPD) results for 3 unconnected molecules or ions with the total composition C6H14O2.

Its LUMO energy is -0.0821 Eh. The value obtained for the HOMO energy is -7.5110 eV.

Structure (XYZ):
```
22
C6H14O2 (ωB97M-V/def2-TZVPD)
C -2.014 0.742 -0.754
C -1.588 -0.720 -0.614
C -0.199 -1.087 -1.109
C 1.336 -0.076 1.816
O 0.784 1.108 1.988
C 1.754 -0.418 0.388
C 0.979 -0.215 -0.729
H -1.422 1.319 -0.040
H -1.918 1.040 -1.799
H -3.075 0.898 -0.536
H -2.192 -1.285 -1.343
H -1.886 -1.224 0.312
H 0.157 -2.036 -0.650
H -0.143 -1.111 -2.203
H 0.593 -0.873 1.336
H 1.987 -0.437 2.609
H 0.760 1.537 0.988
H 2.746 -0.891 0.343
H 0.694 -2.460 1.337
H 0.940 0.902 -1.009
H 1.058 3.078 -0.154
O 0.650 2.209 -0.175
```

=====

Verdict on stability: two comes out at the bottom.